1.
{"formula": "C11H18BrF6O4S", "method": "wB97M-V/def2-TZVPD", "symbols": ["C", "C", "Br", "C", "S", "H", "H", "H", "H", "H", "H", "H", "H", "C", "C", "O", "C", "O", "C", "F", "F", "F", "H", "H", "H", "H", "H", "C", "C", "O", "C", "O", "C", "F", "F", "F", "H", "H", "H", "H", "H"], "positions_angstrom": [[0.830, 3.398, -3.802], [0.399, 1.834, -3.565], [1.993, 0.728, -4.197], [-0.873, 1.361, -4.485], [-2.331, 2.489, -4.145], [1.688, 3.657, -3.031], [-0.024, 4.182, -3.639], [1.259, 3.464, -4.911], [0.207, 1.573, -2.440], [-0.639, 1.369, -5.656], [-1.150, 0.251, -4.204], [-2.034, 3.831, -4.448], [-2.777, 2.346, -2.820], [-2.247, 0.422, 3.185], [-1.466, 0.420, 1.884], [-2.210, -0.249, 0.854], [-3.143, 0.509, 0.193], [-3.362, 1.692, 0.440], [-3.821, -0.310, -0.904], [-4.154, -1.568, -0.496], [-3.020, -0.465, -1.997], [-4.976, 0.257, -1.356], [-2.531, -0.598, 3.465], [-1.654, 0.859, 3.993], [-3.175, 0.995, 3.086], [-0.534, -0.139, 2.017], [-1.191, 1.435, 1.577], [2.715, -4.436, 2.021], [3.405, -3.215, 1.443], [2.790, -2.013, 1.932], [3.218, -1.570, 3.157], [4.073, -2.140, 3.830], [2.520, -0.263, 3.530], [1.183, -0.282, 3.259], [3.030, 0.803, 2.849], [2.631, 0.042, 4.855], [1.639, -4.403, 1.819], [3.128, -5.354, 1.592], [2.833, -4.478, 3.108], [3.291, -3.211, 0.354], [4.481, -3.221, 1.654]], "lowdin_charge": [-0.1810, -0.7312, 0.6445, -0.4463, 1.0041, 0.1097, 0.0600, 0.1038, 0.1135, 0.1383, 0.1240, 0.0273, 0.0235, -0.0505, -0.2096, 0.0168, -0.3347, 0.1351, -0.4730, 0.1576, 0.1168, 0.1425, 0.0905, 0.0890, 0.0803, 0.1056, 0.1279, -0.0619, -0.2124, 0.0008, -0.3222, 0.1561, -0.4613, 0.1188, 0.1444, 0.1505, 0.0824, 0.0864, 0.0808, 0.1246, 0.1283], "max_force_ev_per_a": 3.4, "total_charge": 1, "homo_energy_ev": -13.37, "spin_multiplicity": 1, "homo_lumo_gap_ha": 0.3320, "e_tot_ev": -117062.321}

2.
{"formula": "C11H18Cl18F12NO4PS2V", "method": "wB97M-V/def2-TZVPD", "symbols": ["V", "P", "F", "F", "F", "F", "F", "F", "C", "F", "F", "F", "S", "O", "O", "N", "S", "O", "O", "C", "F", "F", "F", "C", "Cl", "Cl", "H", "H", "C", "Cl", "Cl", "H", "H", "C", "Cl", "Cl", "H", "H", "C", "Cl", "Cl", "H", "H", "C", "Cl", "Cl", "H", "H", "C", "Cl", "Cl", "H", "H", "C", "Cl", "Cl", "H", "H", "C", "Cl", "Cl", "H", "H", "C", "Cl", "Cl", "H", "H"], "positions_angstrom": [[15.306, 10.719, -16.603], [16.510, 12.008, -19.235], [16.066, 12.145, -20.770], [15.579, 13.304, -19.120], [15.261, 11.063, -18.818], [16.748, 12.021, -17.608], [17.377, 10.635, -19.439], [17.753, 13.045, -19.485], [14.733, 7.323, -18.589], [14.765, 8.304, -19.471], [13.446, 6.968, -18.338], [15.408, 6.306, -19.145], [15.696, 7.773, -16.958], [16.123, 6.557, -16.298], [16.693, 8.798, -17.381], [14.677, 8.854, -16.032], [14.092, 7.888, -14.967], [13.410, 6.716, -15.510], [14.974, 7.610, -13.873], [12.684, 8.980, -14.258], [11.951, 9.376, -15.269], [11.969, 8.281, -13.328], [13.243, 10.049, -13.698], [11.819, 9.638, -19.766], [12.737, 10.476, -21.016], [12.524, 10.128, -18.179], [10.780, 9.959, -19.845], [11.931, 8.574, -19.974], [16.598, 7.666, -10.980], [14.930, 8.175, -10.561], [17.891, 8.670, -10.257], [16.731, 6.650, -10.609], [16.702, 7.659, -12.065], [13.876, 3.880, -13.593], [15.451, 3.374, -14.190], [13.992, 5.192, -12.405], [13.322, 4.260, -14.451], [13.299, 3.083, -13.124], [15.746, 3.049, -19.275], [14.704, 3.245, -20.693], [15.779, 1.279, -18.898], [16.752, 3.355, -19.560], [15.349, 3.576, -18.407], [19.655, 6.978, -18.509], [20.469, 6.862, -16.963], [18.422, 5.719, -18.669], [19.278, 7.993, -18.637], [20.459, 6.768, -19.214], [16.911, 6.607, -22.424], [17.892, 5.136, -22.284], [17.897, 8.086, -22.056], [16.403, 6.768, -23.375], [16.214, 6.521, -21.591], [18.294, 5.713, -13.720], [18.800, 7.380, -14.138], [18.725, 5.329, -12.040], [17.207, 5.694, -13.802], [18.715, 4.933, -14.354], [13.229, 11.258, -10.327], [13.299, 12.928, -10.990], [12.182, 11.094, -8.853], [12.813, 10.657, -11.135], [14.263, 10.998, -10.097], [9.152, 11.056, -15.411], [8.857, 9.632, -14.376], [8.252, 11.010, -16.891], [8.893, 11.928, -14.810], [10.221, 11.080, -15.620]], "lowdin_charge": [1.1939, 0.2063, -0.1233, -0.1363, -0.2586, -0.2131, -0.1477, -0.1280, -0.5894, 0.1423, 0.1327, 0.0961, 0.7335, -0.2897, -0.3609, -0.4278, 0.5381, -0.2779, -0.3473, -0.6342, 0.0968, 0.1304, 0.1250, -0.9145, 0.5707, 0.5643, 0.0398, 0.0292, -1.0347, 0.5508, 0.5140, -0.0039, -0.0340, -0.9864, 0.5421, 0.5567, 0.0162, 0.0397, -1.0055, 0.5049, 0.4853, -0.0108, 0.0190, -0.9190, 0.7394, 0.6125, 0.0537, 0.0648, -0.9612, 0.4984, 0.4794, 0.0443, -0.0153, -0.9140, 0.7232, 0.6484, -0.0070, 0.0594, -1.0031, 0.4757, 0.4893, -0.0091, -0.0071, -1.0507, 0.5156, 0.5492, 0.0334, -0.0039], "max_force_ev_per_a": 6.9, "total_charge": 1, "homo_energy_ev": [-12.78, -12.78], "spin_multiplicity": 5, "homo_lumo_gap_ha": [0.2844, 0.0904], "e_tot_ev": -336031.464}

3.
{"formula": "C11H18N2", "method": "wB97M-V/def2-TZVPD", "symbols": ["C", "C", "C", "C", "C", "C", "C", "C", "C", "C", "C", "N", "N", "H", "H", "H", "H", "H", "H", "H", "H", "H", "H", "H", "H", "H", "H", "H", "H", "H", "H"], "positions_angstrom": [[-3.725, 1.250, 0.543], [-2.754, 2.226, 0.389], [-3.418, -0.068, 0.231], [-1.503, 1.907, -0.095], [-2.170, -0.404, -0.243], [-1.184, 0.581, -0.447], [2.184, -1.939, -1.402], [1.619, 0.774, 1.236], [0.559, -1.525, 1.329], [2.588, -1.124, -0.168], [1.445, -0.564, 0.615], [0.775, 1.151, -1.588], [-0.048, 0.169, -1.065], [-4.712, 1.508, 0.897], [-2.979, 3.254, 0.639], [-4.171, -0.837, 0.336], [-0.764, 2.692, -0.193], [-1.938, -1.420, -0.524], [2.831, -2.805, -1.527], [1.155, -2.274, -1.316], [2.254, -1.331, -2.299], [0.712, 1.084, 1.750], [2.436, 0.765, 1.964], [1.867, 1.506, 0.469], [0.470, -2.464, 0.789], [0.964, -1.740, 2.323], [-0.439, -1.110, 1.473], [3.141, -1.782, 0.516], [3.261, -0.317, -0.459], [0.327, 2.046, -1.750], [1.219, 0.790, -2.422]], "lowdin_charge": [-0.1060, -0.1011, -0.0953, -0.0476, -0.0504, -0.3346, -0.0996, -0.0813, -0.0642, -0.2229, -0.3251, 0.0027, -0.0150, 0.0950, 0.1006, 0.1005, 0.0961, 0.1085, 0.0683, 0.0579, 0.0574, 0.0784, 0.0937, 0.0654, 0.0785, 0.0934, 0.0672, 0.1213, 0.1072, 0.0714, 0.0793], "max_force_ev_per_a": 2.2, "total_charge": 0, "homo_energy_ev": [-6.55, -6.84], "spin_multiplicity": 1, "relative_energy_kcal_mol": 53.5, "homo_lumo_gap_ha": [0.2412, 0.2756], "e_tot_ev": -14676.319}

4.
{"formula": "C11H18N2O2", "method": "wB97M-V/def2-TZVPD", "symbols": ["C", "C", "C", "C", "C", "C", "C", "C", "C", "C", "C", "N", "N", "O", "O", "H", "H", "H", "H", "H", "H", "H", "H", "H", "H", "H", "H", "H", "H", "H", "H", "H", "H"], "positions_angstrom": [[1.463, -1.164, 2.454], [2.196, 0.124, 1.961], [-0.025, -0.919, 2.487], [-1.078, -2.439, 0.555], [-2.191, -1.542, 0.994], [2.113, 0.487, 0.481], [-0.797, -1.111, 1.205], [0.745, 0.643, -0.105], [-0.891, 1.176, -1.558], [-1.710, 2.465, -1.867], [0.192, 0.856, -3.701], [-0.357, -0.043, 0.186], [-1.419, 0.342, -0.546], [0.476, 1.459, -1.114], [-0.846, 0.430, -2.800], [1.722, -1.981, 1.744], [1.837, -1.447, 3.414], [1.891, 0.926, 2.516], [3.249, -0.051, 1.993], [-0.330, -1.566, 3.265], [-0.291, 0.081, 2.889], [-0.962, -3.453, 0.893], [-0.745, -2.362, -0.485], [-2.719, -0.998, 0.287], [-2.772, -1.923, 1.974], [2.622, 1.437, 0.451], [2.740, -0.229, -0.226], [-2.490, 2.399, -1.236], [-1.991, 2.320, -2.804], [-0.973, 3.251, -1.618], [1.172, 0.439, -3.475], [0.222, 1.917, -3.615], [-0.056, 0.474, -4.599]], "lowdin_charge": [-0.1636, -0.1832, -0.1420, -0.0687, -0.0799, -0.0971, -0.3365, -0.2420, -0.5114, 0.0571, -0.0638, 0.0323, 0.0780, 0.0740, -0.1163, 0.1305, 0.0979, 0.0831, 0.0992, 0.1009, 0.1373, 0.1004, 0.1123, 0.0585, 0.1659, 0.1117, 0.1651, 0.0410, 0.0334, 0.1079, 0.0873, 0.0814, 0.0492], "max_force_ev_per_a": 6.1, "total_charge": 0, "homo_energy_ev": -6.88, "spin_multiplicity": 1, "relative_energy_kcal_mol": 161.1, "homo_lumo_gap_ha": 0.2836, "e_tot_ev": -18769.275}

5.
{"formula": "C11H18N2O2", "method": "wB97M-V/def2-TZVPD", "symbols": ["C", "C", "C", "C", "C", "C", "C", "C", "C", "C", "C", "N", "N", "O", "O", "H", "H", "H", "H", "H", "H", "H", "H", "H", "H", "H", "H", "H", "H", "H", "H", "H", "H"], "positions_angstrom": [[-0.758, -0.596, -0.617], [-0.170, -1.472, -1.457], [0.080, -2.187, -2.618], [4.515, 1.115, -4.015], [-0.253, -2.539, -4.028], [-0.776, 0.185, 3.766], [-0.237, 2.054, 0.324], [-2.303, 0.970, 1.480], [0.898, -0.996, 0.968], [-0.237, 1.139, 2.625], [-0.771, 0.935, 1.241], [0.861, -2.482, -1.630], [-0.450, -0.408, 0.710], [4.240, 2.178, -4.325], [4.781, 0.042, -3.715], [-1.475, -0.004, -1.135], [0.366, -3.287, -4.506], [-0.152, -1.548, -4.664], [-1.318, -2.821, -3.938], [-1.840, 0.083, 4.063], [-0.198, 0.349, 4.684], [-0.698, -0.839, 3.477], [-0.642, 2.084, -0.710], [-0.405, 3.070, 0.744], [0.885, 1.804, 0.274], [-2.534, 1.675, 2.308], [-2.707, 0.027, 1.769], [-2.739, 1.227, 0.535], [1.543, -0.198, 0.518], [1.104, -0.856, 1.977], [0.994, -1.946, 0.448], [0.837, 1.046, 2.586], [-0.441, 2.196, 2.858]], "lowdin_charge": [-0.0747, -0.1351, -0.3709, -0.4441, -0.0640, -0.0755, -0.0226, -0.0293, -0.0006, -0.2113, -0.5633, 0.0935, -0.0687, 0.2201, 0.2218, 0.1163, 0.0577, 0.1005, 0.0688, 0.0775, 0.0748, 0.0512, 0.0839, 0.0949, 0.1082, 0.1005, 0.0752, 0.0700, 0.1082, 0.0484, 0.0712, 0.0977, 0.1198], "max_force_ev_per_a": 6.7, "total_charge": 0, "homo_energy_ev": [-4.49, -9.23], "spin_multiplicity": 3, "relative_energy_kcal_mol": 9.9, "homo_lumo_gap_ha": [0.1807, 0.3077], "e_tot_ev": -18768.176}

6.
{"formula": "C11H18N3O5", "method": "wB97M-V/def2-TZVPD", "symbols": ["C", "N", "C", "O", "C", "C", "N", "C", "O", "C", "C", "C", "C", "O", "O", "N", "C", "C", "O", "H", "H", "H", "H", "H", "H", "H", "H", "H", "H", "H", "H", "H", "H", "H", "H", "H", "H"], "positions_angstrom": [[-0.046, 3.233, 2.674], [-0.573, 1.974, 2.141], [-1.517, 1.874, 1.198], [-2.290, 2.839, 0.982], [-1.589, 0.564, 0.393], [-1.864, 0.837, -1.091], [-0.471, -0.353, 0.551], [-0.329, -1.222, 1.570], [-1.198, -1.482, 2.409], [1.039, -1.876, 1.714], [1.246, -3.119, 0.812], [0.963, -2.892, -0.686], [1.886, -1.808, -1.273], [1.311, -0.747, -1.669], [3.137, -1.955, -1.169], [2.099, -0.928, 1.388], [2.505, 0.092, 2.124], [3.566, 1.010, 1.518], [1.978, 0.404, 3.174], [-0.430, 3.458, 3.686], [1.036, 3.226, 2.667], [-0.371, 4.006, 1.938], [-0.035, 1.143, 2.281], [-2.483, 0.067, 0.769], [-1.078, 1.483, -1.549], [-2.810, 1.377, -1.188], [-1.997, -0.077, -1.633], [0.282, -0.280, -0.124], [1.152, -2.180, 2.757], [0.569, -3.909, 1.217], [2.268, -3.465, 0.959], [-0.072, -2.636, -0.860], [1.134, -3.830, -1.178], [2.573, -1.106, 0.493], [4.438, 0.409, 1.323], [3.771, 1.827, 2.199], [3.196, 1.469, 0.632]], "lowdin_charge": [-0.0512, 0.0424, -0.4300, -0.0051, -0.2497, -0.0372, 0.1204, -0.4478, 0.0400, -0.1995, -0.1243, -0.1144, -0.7103, -0.0817, -0.0708, 0.1068, -0.5508, 0.0153, 0.0247, 0.0847, 0.0657, 0.0896, 0.0856, 0.1479, 0.1005, 0.0733, 0.0693, 0.0986, 0.1504, 0.1230, 0.1133, 0.0982, 0.0988, 0.1032, 0.0766, 0.0721, 0.0725], "max_force_ev_per_a": 2.5, "smiles": "CNC(=O)[C@@H](C)NC(=O)[C@@H](CCC(=O)[O-])NC(C)=O", "total_charge": -1, "homo_energy_ev": -5.57, "spin_multiplicity": 1, "relative_energy_kcal_mol": 0.0, "homo_lumo_gap_ha": 0.3255, "e_tot_ev": -26411.212}

7.
{"formula": "C11H18N3S", "method": "wB97M-V/def2-TZVPD", "symbols": ["C", "C", "C", "C", "C", "C", "C", "C", "C", "C", "C", "N", "N", "N", "S", "H", "H", "H", "H", "H", "H", "H", "H", "H", "H", "H", "H", "H", "H", "H", "H", "H", "H"], "positions_angstrom": [[-1.168, -1.849, -0.373], [0.749, 1.436, -1.272], [0.040, 0.478, -1.761], [1.848, 0.022, 0.294], [1.419, 1.417, 0.047], [-0.441, -0.716, 0.058], [-4.910, 0.915, -0.112], [4.202, 0.624, 0.437], [3.507, -1.646, 0.069], [-3.778, -0.222, -0.038], [-2.967, -0.196, 1.271], [-1.689, -2.836, -0.635], [0.926, -0.947, 0.223], [3.121, -0.313, 0.237], [-1.251, 0.454, 1.099], [1.053, 2.229, -1.931], [-0.115, 0.003, -2.703], [2.227, 2.165, -0.047], [0.672, 1.896, 0.785], [-5.622, 0.764, 0.748], [-4.256, 1.821, 0.160], [-5.292, 0.979, -1.120], [4.947, 0.243, 1.172], [4.736, 0.856, -0.507], [3.835, 1.678, 0.877], [3.498, -2.062, 1.063], [2.812, -2.143, -0.680], [4.549, -1.455, -0.358], [-3.232, 0.023, -0.934], [-4.384, -1.091, -0.112], [-3.348, 0.428, 2.017], [-2.912, -1.102, 1.791], [1.223, -1.852, 0.236]], "lowdin_charge": [-0.2432, -0.1743, 0.1479, -0.2235, -0.1344, -0.5500, -0.0855, -0.0289, -0.0123, -0.2877, -0.4124, 0.2281, 0.0912, -0.1722, 1.0117, 0.1256, 0.0882, 0.1199, 0.1180, 0.0885, 0.0881, 0.0640, 0.1142, 0.1141, 0.1425, 0.1172, 0.1344, 0.1362, 0.0863, 0.0905, 0.0546, 0.0607, 0.1023], "max_force_ev_per_a": 4.4, "total_charge": 1, "homo_energy_ev": [-11.82, -11.81], "spin_multiplicity": 1, "relative_energy_kcal_mol": 109.4, "homo_lumo_gap_ha": [0.2996, 0.2996], "e_tot_ev": -26992.864}

Number 7 is which compound? C11H18N3S